Record 1
A molecular structure, C21H34FeP in a non-equilibrium geometry. Source: the OMol25 dataset; level of theory: wB97M-V/def2-TZVPD.

Values from the calculation:
<S²>: 6.09
E (eV): -65998.271

ORCA input file:
```
! RIJCOSX wB97M-V def2-TZVPD def2/J DEFGRID3
* xyz -1 5
C -0.1669 1.4493 -1.7517
C 0.9974 1.7184 -0.7844
C 2.3480 1.8299 -1.5050
P 1.0101 0.4969 0.5782
C -0.5307 0.7637 1.5609
C -0.7805 2.2308 1.9358
C -0.6664 -0.1221 2.8054
C 0.8177 -1.1943 -0.1440
C 1.0184 -2.3312 0.8728
C 1.6288 -1.4510 -1.4320
H -0.1638 2.2254 -2.5280
H -0.0867 0.4722 -2.2437
H -1.1375 1.4918 -1.2414
H 0.8130 2.6871 -0.2921
H 2.2833 2.6317 -2.2562
H 3.1801 2.0933 -0.8377
H 2.6100 0.9023 -2.0296
H -1.2944 0.4544 0.8254
H -1.7148 2.3007 2.5133
H 0.0262 2.6152 2.5769
H -0.8850 2.8878 1.0608
H -1.5820 0.1547 3.3492
H -0.7556 -1.1863 2.5659
H 0.1797 0.0274 3.4895
H -0.2551 -1.1783 -0.4181
H 0.8986 -3.2938 0.3477
H 2.0244 -2.3138 1.3103
H 0.2772 -2.3115 1.6794
H 1.5219 -2.5171 -1.6870
H 1.2753 -0.8707 -2.2971
H 2.7022 -1.2629 -1.2948
C 3.7112 -0.0846 1.0237
C 2.4716 0.6466 1.5777
C 2.8614 2.0595 2.1216
C 3.2484 2.2089 3.5089
C 3.3395 3.6197 3.8175
C 3.0774 4.3591 2.6043
C 2.7797 3.3983 1.5491
Fe 4.5597 3.1166 2.3203
C 6.0628 2.2656 1.3179
C 6.2567 2.2386 2.7617
C 6.2271 3.6123 3.2366
C 5.9861 4.4734 2.0893
C 5.8708 3.6363 0.9133
H 4.3147 -0.4189 1.8801
H 3.4579 -0.9654 0.4251
H 4.3627 0.5976 0.4559
H 2.1711 0.1156 2.5032
H 3.3152 1.3425 4.1715
H 3.5082 4.0325 4.8129
H 3.0298 5.4368 2.4845
H 2.4776 3.6459 0.5330
H 6.1951 1.4317 0.6446
H 6.4577 1.3472 3.3429
H 6.4202 3.9320 4.2613
H 5.9865 5.5607 2.0788
H 5.7890 3.9674 -0.1197
*
```



Record 2
A molecular structure, C21H34HfN5OS2Si2 in a non-equilibrium geometry. Source: the OMol25 dataset; level of theory: wB97M-V/def2-TZVPD.

Values from the calculation:
E (eV): -70557.498

ORCA input file:
```
! RIJCOSX wB97M-V def2-TZVPD def2/J DEFGRID3
* xyz 1 1
Hf 0.0082 0.0394 -0.7087
C 2.3198 -2.9004 1.0840
Si 2.8913 -1.5571 -0.0996
C 4.7618 -1.6439 -0.0725
C 2.4146 -1.8082 -1.9264
C 2.0499 0.0770 0.2652
C 1.3863 0.2853 1.5718
C 1.9384 0.3214 2.8521
C 1.1305 0.6553 3.9189
C -0.2205 0.9454 3.7214
C -0.7305 0.8648 2.4497
N 0.0591 0.5246 1.4123
Si 3.0443 1.6461 -0.1909
C 3.1345 1.7483 -2.0740
C 4.8268 1.6389 0.4048
C 2.2684 3.1477 0.6383
H 2.6585 -3.8771 0.7307
H 1.2456 -2.9448 1.2485
H 2.7992 -2.7370 2.0524
H 5.0572 -2.6907 -0.1824
H 5.1749 -1.2865 0.8712
H 5.2341 -1.0883 -0.8816
H 2.6021 -2.8108 -2.3149
H 3.0123 -1.1147 -2.5225
H 1.3630 -1.6138 -2.2072
H 2.9927 0.1217 2.9836
H 1.5509 0.7111 4.9146
H -0.8613 1.2345 4.5407
H -1.7694 1.0751 2.2400
H 4.0358 1.2438 -2.4304
H 3.1935 2.7846 -2.4105
H 2.2937 1.3001 -2.6126
H 5.4790 0.9450 -0.1192
H 4.9065 1.4406 1.4762
H 5.2219 2.6459 0.2431
H 1.2325 3.0294 0.9570
H 2.2910 4.0084 -0.0321
H 2.8585 3.4065 1.5200
S -2.4687 -0.1316 -1.4901
C -2.4619 1.2898 -0.4744
C -3.4929 1.3290 0.5206
N -4.2805 1.2909 1.3573
C -1.5317 2.2885 -0.5204
S -0.1707 2.3058 -1.6395
C -1.5664 3.3591 0.4238
N -1.5554 4.2232 1.1818
C -2.0705 -2.0771 1.9971
N -2.1589 -2.9320 0.8253
C -3.4533 -3.5775 0.6268
C -1.1996 -2.9437 -0.0999
O -0.4085 -1.9362 -0.2267
N -1.0653 -4.0162 -0.8890
C -0.4086 -3.9446 -2.1825
C -1.3696 -5.3675 -0.4302
H -2.2933 -2.6700 2.8849
H -2.7851 -1.2522 1.9317
H -1.0610 -1.6920 2.0872
H -4.2258 -2.8244 0.7837
H -3.6067 -4.3935 1.3341
H -3.5394 -3.9545 -0.3872
H -0.3758 -2.9195 -2.5353
H -0.9839 -4.5325 -2.8975
H 0.6052 -4.3453 -2.1319
H -1.5884 -5.3660 0.6332
H -0.4899 -5.9887 -0.6021
H -2.2113 -5.7977 -0.9742
*
```



Record 3
A molecular structure, C21H34N2O2S in a non-equilibrium geometry. Source: the OMol25 dataset; level of theory: wB97M-V/def2-TZVPD.

Values from the calculation:
E (eV): -40219.946

ORCA input file:
```
! RIJCOSX wB97M-V def2-TZVPD def2/J DEFGRID3
* xyz 0 1
C 1.4235 6.7404 0.7185
H 1.7464 7.2667 -0.1260
H 1.1712 7.2891 1.4333
H 2.0587 6.0215 0.9617
C -0.1468 6.1699 0.2449
C -0.8990 7.2509 -0.2038
H -1.7351 6.8041 -0.4782
H -0.5328 7.8187 -1.1996
H -1.2158 7.9399 0.4235
C -0.6080 5.2813 1.3452
H -0.5186 5.9424 2.0689
H -1.5635 5.1272 0.8610
C 0.0347 4.0791 1.7429
N 0.5870 3.2073 0.4459
C -0.7167 2.4669 0.0155
C -0.2274 1.8048 -1.1543
N 0.8574 0.9996 -1.0190
C 2.0385 1.9632 -0.7756
H 2.0315 2.6673 -1.7086
C 1.8829 2.4974 0.5690
C 1.7279 1.4425 1.5425
H 1.2519 0.6919 1.3509
H 1.6314 1.7854 2.5058
C 3.3242 0.7105 1.8052
O 3.3798 -0.1517 0.3911
H 2.6779 -0.8121 0.4765
H 3.0427 0.1460 2.8294
H 4.0158 1.3730 1.6251
H 2.6407 3.2766 0.8558
H 2.9713 1.3588 -0.8144
C 1.1754 0.1621 -2.4562
C 0.2240 -0.9968 -2.2546
C -0.2378 -1.8793 -3.1536
C -1.0360 -2.8995 -2.4970
C -0.8949 -2.9539 -1.1656
C -1.2824 -4.0261 -0.4980
C -2.0474 -4.7252 0.3004
C -2.2354 -5.8166 1.4432
C -3.9385 -5.7137 1.2418
H -4.1525 -5.8403 0.2123
H -4.2825 -4.8449 1.7497
H -4.1135 -6.4159 2.0125
C -1.8997 -5.4232 2.7694
H -2.3048 -4.4858 3.2088
H -2.2842 -6.1910 3.2880
H -0.9188 -5.6762 2.7687
O -2.1258 -7.1263 0.9481
H -1.2027 -7.2129 0.9265
S 0.0325 -1.6766 -0.7317
H -1.3727 -3.5691 -3.1872
H -0.2413 -1.6576 -4.2576
H 2.1925 -0.1146 -2.4206
H 0.8315 0.5099 -3.4024
H -0.2643 2.4557 -1.9205
H -1.1143 0.9390 -1.3725
H -0.6546 1.5630 0.8842
H -1.5673 3.1217 -0.0289
H -0.2572 3.5490 2.4618
H 1.2556 4.3004 2.0441
H 0.5003 5.2571 -0.4323
*
```



Record 4
A single C21H34N2O2S molecule in a non-equilibrium geometry. Source: the OMol25 dataset; level of theory: wB97M-V/def2-TZVPD.

Values from the calculation:
E (eV): -40237.272
SMILES: CC(C)CCN1CCN(Cc2ccc(C#CC(C)(C)O)s2)C[C@@H]1CCO

ORCA input file:
```
! RIJCOSX wB97M-V def2-TZVPD def2/J DEFGRID3
* xyz 0 1
C -2.6815 -4.6946 -3.7293
C -1.4237 -4.2470 -4.4706
C -0.8528 -5.4144 -5.2738
C -0.3571 -3.7147 -3.5078
C -0.7684 -2.4214 -2.8026
N 0.3285 -1.8973 -1.9971
C 1.2861 -1.1152 -2.7716
C 0.9741 0.3789 -2.7292
N 1.1421 0.8822 -1.3744
C 0.3668 2.0892 -1.1463
C 0.7788 2.7476 0.1272
C 2.0283 3.1457 0.4960
C 2.0755 3.7195 1.7799
C 0.8530 3.7574 2.3936
C 0.5366 4.2651 3.6557
C 0.2283 4.6629 4.7511
C -0.0993 5.2440 6.0519
C 0.4986 4.3819 7.1672
C -1.6284 5.3289 6.1820
O 0.4869 6.5334 6.1780
S -0.3819 3.0681 1.3723
C 0.9312 -0.1579 -0.3763
C -0.1267 -1.1850 -0.7968
C -0.4430 -2.1752 0.3375
C 0.7317 -3.0794 0.7213
O 1.0926 -3.9663 -0.3033
H -2.4295 -5.4366 -2.9749
H -3.1720 -3.8565 -3.2411
H -3.3901 -5.1394 -4.4246
H -1.6959 -3.4458 -5.1685
H -1.5918 -5.7938 -5.9760
H -0.5649 -6.2239 -4.6069
H 0.0254 -5.1046 -5.8358
H -0.1392 -4.4722 -2.7531
H 0.5624 -3.5366 -4.0696
H -1.6074 -2.6312 -2.1387
H -1.1098 -1.6828 -3.5468
H 2.2922 -1.2834 -2.3765
H 1.2709 -1.4615 -3.8057
H -0.0566 0.5340 -3.0951
H 1.6506 0.9298 -3.3911
H -0.7224 1.8989 -1.1272
H 0.5728 2.7647 -1.9849
H 2.8863 3.0225 -0.1393
H 2.9698 4.0964 2.2430
H 1.5799 4.3535 7.0627
H 0.1058 3.3704 7.1149
H 0.2527 4.8212 8.1302
H -1.8859 5.7874 7.1340
H -2.0452 5.9316 5.3760
H -2.0656 4.3353 6.1324
H 0.1689 7.0934 5.4616
H 0.6307 0.3092 0.5626
H 1.8877 -0.6591 -0.2065
H -1.0575 -0.6250 -1.0119
H -1.2733 -2.8160 0.0331
H -0.7592 -1.6092 1.2155
H 0.4490 -3.6973 1.5796
H 1.5954 -2.4663 1.0201
H 1.0892 -3.4433 -1.1258
*
```



- The highest E belongs to which entry?
  number 3